A molecular structure, C27H55As3CoN6, computed with ωB97M-V/def2-TZVPD.

Values from the calculation:
**Kohn-Sham gap (spin up / spin down)**: 7.933 / 4.227 eV
**Total charge**: +3
**2S+1**: 5
**HOMO (spin up / spin down)**: -14.6418 / -14.7939 eV
**E_tot**: -257950.6935 eV

```
92
Properties=species:S:1:pos:R:3:forces:R:3
Co -0.08256 -0.66964 -0.19426 0.2 0.1 -0.1
C 4.55936 -0.65084 -1.12146 0.0 0.0 0.0
N 3.38917 -1.38163 -0.64708 0.0 0.0 0.0
C 3.36397 -1.65241 0.78392 0.0 0.0 0.0
C 2.39309 -1.79713 -1.45150 0.0 0.1 0.1
N 1.17337 -2.00387 -0.91348 0.0 -0.1 -0.1
C 0.45510 -3.14444 -1.37858 0.0 0.0 0.0
C 1.07480 -4.30905 -1.82139 0.0 0.0 0.0
C 0.32066 -5.35966 -2.31926 0.0 0.0 0.0
C -1.06216 -5.24899 -2.38196 0.0 0.0 0.0
C -1.68791 -4.11461 -1.88992 0.0 0.0 0.0
C -0.93734 -3.07841 -1.34249 0.0 0.0 0.0
N -1.49822 -1.89328 -0.79261 -0.1 0.0 0.1
C -2.74660 -1.92007 -0.29370 0.0 -0.1 -0.1
N -3.23815 -2.95619 0.40764 -0.1 0.0 0.0
C -4.62925 -3.40065 0.28240 0.0 0.0 0.0
C -2.37160 -3.88317 1.12611 0.0 0.0 0.0
N -3.53227 -0.84252 -0.49660 0.1 0.0 0.1
C -4.62058 -0.45881 0.39691 0.0 0.0 0.0
C -3.26727 0.08358 -1.58613 0.0 0.0 0.0
N 2.63193 -1.93977 -2.76836 0.0 0.0 0.0
C 1.55511 -1.83226 -3.74568 0.0 0.0 0.0
C 3.85621 -2.55495 -3.28487 0.0 0.0 0.0
H 4.75936 0.16708 -0.42819 0.0 0.0 0.0
H 4.37216 -0.24160 -2.11054 0.0 0.0 0.0
H 5.44687 -1.28267 -1.15941 0.0 0.0 0.0
H 4.35313 -1.98341 1.10045 0.0 0.0 0.0
H 2.63997 -2.43161 1.00130 0.0 0.0 0.0
H 3.11062 -0.75115 1.35019 0.0 0.0 0.0
H 2.15404 -4.39625 -1.77791 0.0 0.0 0.0
H 0.81140 -6.25944 -2.66332 0.0 0.0 0.0
H -1.65403 -6.04957 -2.80334 0.0 0.0 0.0
H -2.76742 -4.03407 -1.93512 0.0 0.0 0.0
H -5.12803 -2.86432 -0.51976 0.0 0.0 0.0
H -5.18304 -3.26732 1.21189 0.0 0.0 0.0
H -4.62582 -4.46236 0.03326 0.0 0.0 0.0
H -1.38905 -3.44191 1.28109 0.0 0.0 0.0
H -2.24872 -4.81873 0.57919 0.0 0.0 0.0
H -2.82893 -4.09687 2.09265 0.0 0.0 0.0
H -4.56555 -1.02043 1.32446 0.0 0.0 0.0
H -5.59798 -0.62273 -0.05739 0.0 0.0 0.0
H -4.52899 0.60623 0.62108 0.0 0.0 0.0
H -2.70565 -0.41050 -2.37343 0.0 0.0 0.0
H -2.70118 0.95712 -1.23864 0.0 0.0 0.0
H -4.21701 0.43517 -1.98709 0.0 0.0 0.0
H 0.73877 -1.23888 -3.33803 0.0 0.0 0.0
H 1.16969 -2.81229 -4.03188 0.0 0.0 0.0
H 1.94944 -1.33750 -4.63325 0.0 0.0 0.0
H 4.48498 -2.89924 -2.46988 0.0 0.0 0.0
H 4.41918 -1.86529 -3.91370 0.0 0.0 0.0
H 3.57595 -3.42192 -3.88540 0.0 0.0 0.0
C -1.69976 -0.84522 3.22414 0.0 0.0 0.0
As -0.44987 0.15556 2.13323 0.0 0.0 0.1
C 1.01823 0.38636 3.38364 0.0 0.0 0.0
C -1.39620 1.88347 2.11625 0.0 0.0 0.0
C -0.81191 3.17604 1.49735 0.0 0.0 -0.1
C -1.86710 4.26725 1.76082 0.0 0.0 0.0
C -0.62544 3.09879 -0.03462 0.0 0.0 0.1
As 0.41993 1.68915 -0.94059 0.0 0.0 0.0
C 0.22936 2.33281 -2.75883 0.0 0.0 0.0
C 2.27843 2.16273 -0.60775 0.0 0.0 0.0
C 0.49424 3.55459 2.22996 0.0 0.0 0.0
As 0.95165 5.45864 2.30472 0.0 0.0 0.0
C 2.24487 5.75097 3.69458 0.0 0.0 0.0
C 1.57210 6.23114 0.65452 0.0 0.0 0.0
H -1.90459 -0.30549 4.14783 0.0 0.0 0.0
H -1.27013 -1.81648 3.46299 0.0 0.0 0.0
H -2.62682 -0.99493 2.67364 0.0 0.0 0.0
H 0.65519 0.85008 4.30061 0.0 0.0 0.0
H 1.82443 0.98247 2.96144 0.0 0.0 0.0
H 1.41011 -0.60130 3.62399 0.0 0.0 0.0
H -1.65963 2.08264 3.15908 0.0 0.0 0.0
H -2.33814 1.66122 1.60429 0.0 0.0 0.0
H -2.84057 3.96929 1.37123 0.0 0.0 0.0
H -1.60564 5.20764 1.26497 0.0 0.0 0.0
H -1.98388 4.45758 2.83003 0.0 0.0 0.0
H -0.21755 4.04516 -0.40284 0.0 0.0 0.0
H -1.61652 3.01334 -0.49062 0.0 0.0 0.0
H 0.61531 3.34923 -2.82825 0.0 0.0 0.0
H -0.81743 2.32452 -3.05719 0.0 0.0 0.0
H 0.79050 1.68656 -3.43170 0.0 0.0 0.0
H 2.41789 3.23955 -0.70441 0.0 0.0 0.0
H 2.88027 1.66816 -1.36929 0.0 0.0 0.0
H 2.62236 1.82176 0.36806 0.0 0.0 0.0
H 1.37717 3.05531 1.82118 0.0 0.0 0.0
H 0.42625 3.29141 3.28827 0.0 0.0 0.0
H 1.86562 5.36291 4.63717 0.0 0.0 0.0
H 2.43140 6.81988 3.78021 0.0 0.0 0.0
H 3.16755 5.23703 3.41566 0.0 0.0 0.0
H 0.80053 6.18188 -0.10931 0.0 0.0 0.0
H 2.46654 5.69000 0.33897 0.0 0.0 0.0
H 1.82819 7.27145 0.84967 0.0 0.0 0.0
```
Positions in Å, forces in eV/Å.